[1]
Below is a structure of composition C29H66BeClF2LiN3O10P3Si2, with properties calculated with ωB97M-V/def2-TZVPD.

```
118
Properties=species:S:1:pos:R:3:forces:R:3:mulliken_charge:R:1
C 2.099017 -5.553284 1.964031 0.691 -0.530 1.050 -0.74
C 0.705144 -6.293656 1.516599 0.486 1.522 -0.088 -0.33
C 0.132501 -5.860352 0.042950 -1.549 0.357 1.070 -0.59
C -0.078979 -4.201595 -0.010141 1.158 -2.680 0.736 -0.18
N -0.955825 -3.942832 -1.214054 1.750 -0.821 1.385 0.24
P -1.006331 -2.215693 -1.678206 0.136 0.521 2.650 0.46
O 0.673807 -2.298487 -2.220489 -0.985 0.098 -1.650 -0.67
O -1.298867 -0.548597 -2.008855 1.300 -0.671 -3.070 -0.09
C -0.546625 0.016589 -3.119214 0.149 2.860 -0.340 -0.13
C 0.785023 0.882680 -2.588708 0.317 -0.851 0.288 -0.59
C 0.419372 1.874119 -1.330598 0.604 0.267 0.839 0.16
C 1.522727 1.639842 -0.098403 -0.370 0.696 -0.480 -0.92
P -1.899590 -3.040759 -3.543305 -7.459 1.118 0.310 0.44
O -3.450285 -3.361834 -3.253632 5.011 0.189 -1.796 -0.65
O -0.448266 -1.599600 -0.107961 -2.289 -1.161 1.533 -0.34
C -1.570642 -1.261427 0.829179 0.003 1.898 -3.220 -0.11
Cl -1.081034 -1.379117 2.613460 -0.543 -0.145 -2.023 -0.08
C -2.939962 -1.988202 0.297741 0.356 -2.548 -0.339 0.34
C -3.461313 -3.381457 1.005394 -0.607 -0.591 -0.496 -0.55
O -3.832534 -3.147277 2.436253 -2.218 3.100 -4.627 -0.20
O -3.145220 -3.977656 3.191363 2.479 -3.259 4.561 -0.33
P -4.593790 -0.958453 0.299497 1.049 1.628 -1.968 0.33
N -4.688585 0.058861 -0.973286 0.927 -0.716 1.066 -0.73
O -2.686717 -2.339068 -1.114674 0.020 2.082 3.009 -0.06
H 3.061633 -6.169678 1.619844 -2.152 1.472 0.487 0.31
H 2.192719 -4.430410 1.624063 -0.366 -2.397 0.500 0.22
H 2.157948 -5.547802 3.154837 -0.137 0.010 -2.535 0.15
H 0.946530 -7.462076 1.485004 -0.229 2.229 -0.354 0.28
H -0.072465 -6.102502 2.400152 1.376 -0.552 -2.185 0.38
H -0.958809 -6.314561 -0.049315 2.351 0.553 -0.261 0.29
H 0.776178 -6.262612 -0.854007 -1.001 0.710 1.840 0.19
H -0.606834 -3.942950 1.029115 1.176 -0.193 -2.535 -0.05
H 1.011083 -3.762439 -0.088293 -2.416 -0.344 0.220 0.15
H -0.626871 -4.562205 -1.986598 0.004 1.985 2.306 -0.54
H 0.711964 -2.506888 -3.208877 -0.058 0.632 2.081 0.37
H -1.247529 0.863162 -3.591435 1.245 -1.857 0.893 -0.21
H -0.300446 -0.697851 -4.010401 -0.299 1.108 1.881 0.35
H 1.283857 1.465832 -3.489523 -1.257 -1.060 1.739 0.31
H 1.626981 0.132936 -2.201586 -1.987 1.472 -0.854 0.28
H 0.452763 3.021406 -1.639277 -0.026 -2.408 0.519 0.23
H -0.633446 1.694870 -0.849533 1.856 0.052 -1.279 -0.06
H 2.562369 2.075420 -0.444684 -2.216 -1.176 0.815 0.15
H 1.171741 2.248837 0.860636 0.797 -1.350 -2.006 0.32
H 1.600246 0.499407 0.156732 -0.193 2.209 -0.501 0.18
H -1.168899 -4.169434 -4.061022 0.300 0.281 -0.377 -0.14
H -1.928905 -2.022624 -4.602508 0.747 -1.126 0.346 0.09
H -1.768785 -0.129407 0.534304 0.497 -2.043 1.355 0.25
H -2.750812 -4.299681 0.866685 -1.175 1.948 0.491 0.19
H -4.479895 -3.665662 0.462457 2.276 0.496 1.018 0.33
H -3.468067 -3.827263 4.138767 0.411 -0.032 -2.062 0.28
H -4.742169 -0.264115 1.584983 0.033 -0.875 -0.813 0.10
H -5.696476 -1.878311 0.183196 0.716 0.264 0.630 0.11
H -3.809488 -0.019327 -1.532142 -0.793 -0.076 0.482 0.35
C 4.511872 -1.966068 9.304471 -0.090 0.733 -0.519 -0.86
O 4.185633 -2.062553 7.918978 0.096 -0.478 0.776 -0.27
C 4.707403 -3.230737 7.303321 -0.528 0.231 -0.738 -0.62
C 3.631980 -3.959324 6.477863 0.149 -0.151 0.078 -0.08
O 2.562604 -4.547989 7.228306 0.107 0.419 -0.048 -0.48
C 1.675047 -3.656936 7.912380 -0.224 -0.041 -0.088 -0.27
C 0.831159 -2.734188 7.016728 0.706 0.171 0.383 -0.48
O 1.643393 -1.745033 6.386218 -0.212 -0.581 -0.320 -0.34
C 1.384132 -1.590206 5.000148 0.215 0.188 0.272 -0.83
H 5.498778 -1.497834 9.413331 -0.041 -0.191 0.185 0.29
H 3.769870 -1.312145 9.778140 0.135 -0.093 -0.152 0.24
H 4.487188 -2.930652 9.806354 0.047 -0.193 0.017 0.41
H 5.139736 -3.922589 8.024857 -0.028 -0.046 0.211 0.35
H 5.505387 -2.904325 6.621590 0.000 -0.275 -0.043 0.37
H 4.121872 -4.795392 5.961581 -0.045 -0.002 0.266 0.43
H 3.236420 -3.329172 5.682690 0.037 0.278 0.160 -0.03
H 2.212973 -3.095526 8.677205 -0.020 0.223 -0.208 0.06
H 0.978979 -4.303722 8.459239 0.049 -0.057 -0.208 0.42
H 0.110115 -2.200226 7.643493 -0.161 -0.210 0.131 0.42
H 0.278616 -3.335499 6.287970 0.091 0.017 -0.080 0.26
H 1.139975 -2.542166 4.517746 -0.091 0.020 0.028 0.32
H 2.291939 -1.204491 4.529492 -0.084 0.076 0.076 0.33
H 0.575983 -0.871671 4.851210 -0.088 -0.047 -0.178 0.35
Li -0.496476 -5.542289 -3.054376 -0.711 -2.441 -0.213 0.85
C -5.068918 3.374294 -3.136487 0.463 0.462 -0.299 -1.02
Si -3.706591 4.425210 -3.926247 -1.525 -1.736 0.873 0.10
C -3.509274 3.825399 -5.692033 0.187 0.334 -0.703 -0.98
C -2.124662 4.062266 -2.987112 0.662 0.485 0.236 -0.35
N -4.180365 6.099606 -3.830431 1.001 -0.325 -0.394 -0.08
Si -3.154160 7.357475 -4.464172 -0.396 1.959 -0.018 0.29
C -2.870842 7.203118 -6.311321 -0.066 -0.486 -0.366 -0.99
C -1.489731 7.440663 -3.605123 0.316 -0.420 0.355 -0.97
C -4.005540 9.021448 -4.175748 0.163 -0.451 0.026 -1.02
H -4.798288 2.315505 -3.182239 -0.073 0.046 0.091 0.28
H -5.207985 3.648946 -2.087137 -0.038 -0.095 -0.084 0.30
H -6.016348 3.512774 -3.664364 0.028 -0.027 0.079 0.33
H -3.435085 2.733488 -5.712098 -0.084 0.091 0.314 0.37
H -2.602218 4.220894 -6.154270 -0.086 0.006 -0.021 0.34
H -4.369225 4.115566 -6.302927 0.111 -0.027 0.062 0.33
H -2.158851 4.492348 -1.981841 0.020 -0.062 -0.112 0.46
H -1.247323 4.454556 -3.505992 -0.030 0.016 0.068 0.38
H -1.986515 2.981156 -2.886422 -0.328 0.021 -0.098 -0.29
H -2.193329 6.380030 -6.548800 -0.093 0.027 -0.019 0.34
H -2.417943 8.120275 -6.699907 -0.078 0.041 0.250 0.36
H -3.815407 7.043898 -6.840471 0.133 -0.004 0.030 0.31
H -1.608948 7.424528 -2.517677 0.053 -0.023 -0.117 0.32
H -0.974437 8.368526 -3.873040 -0.269 0.005 -0.093 0.36
H -0.841343 6.612478 -3.898960 -0.048 0.027 0.080 0.32
H -4.168840 9.192903 -3.105965 -0.028 0.006 -0.159 0.29
H -4.971098 9.056635 -4.687450 0.044 0.032 0.079 0.29
H -3.381589 9.832647 -4.562635 -0.057 -0.034 0.032 0.30
Be 0.683652 -8.855830 2.170246 -0.228 -0.900 0.392 0.04
F 4.102877 3.453442 0.029909 0.079 0.142 0.174 -0.33
C 4.936862 3.699806 -0.989104 0.691 0.209 -0.791 0.33
C 4.472786 4.395196 -2.100284 -0.055 -0.005 0.032 -0.27
C 5.342180 4.656416 -3.159292 0.267 -0.260 0.318 -0.40
C 6.664418 4.209277 -3.099871 -0.068 0.021 -0.001 -0.45
C 7.119366 3.507698 -1.982401 -0.384 0.177 -0.096 -0.36
C 6.252848 3.256445 -0.918891 -0.037 -0.031 0.047 -0.43
H 3.440289 4.727421 -2.132365 0.089 -0.044 0.060 0.43
H 4.991239 5.206084 -4.029151 0.030 -0.108 0.171 0.35
H 7.340950 4.409354 -3.928029 -0.128 -0.041 0.165 0.36
H 8.147766 3.157102 -1.940198 -0.202 0.065 0.032 0.35
H 6.592250 2.720374 -0.038800 -0.086 0.044 -0.074 0.40
F -1.716348 -7.665500 -1.716348 0.841 1.015 -0.549 -0.83
```
Positions in Å, forces in eV/Å.

Output
orbital gap = 0.95 eV
DFT total energy = -118253.50965 eV

[2]
Below is a structure of composition C29H68AlN9O10, with properties calculated with ωB97M-V/def2-TZVPD.

```
117
Properties=species:S:1:pos:R:3:forces:R:3:mulliken_charge:R:1
Al -2.898476 3.635206 -1.178873 0.563 -0.773 -0.273 1.05
C -0.623807 -0.110875 1.381651 0.697 0.268 -0.627 -0.40
C -0.456136 0.230758 -0.143764 -2.147 1.938 1.743 1.49
O -0.946718 1.483244 -0.500998 1.344 -1.688 0.508 -0.30
H -1.595603 0.214568 1.752872 0.002 -0.410 -0.051 -0.60
H 0.126099 0.312908 2.049584 0.035 0.777 -0.296 0.26
H -0.359449 -1.154647 1.551180 -0.742 -0.510 -0.284 0.47
H -0.947359 -0.489629 -0.797871 -0.219 -0.518 -0.332 -0.96
H 0.591143 0.035732 -0.374573 1.043 0.295 -0.445 -0.04
C -3.438190 1.502230 3.413876 0.206 -0.065 1.051 0.02
O -2.542303 1.197675 4.172703 0.842 -0.124 0.035 -0.65
N -4.691276 1.064822 3.543049 -0.922 0.396 -3.389 0.26
C -5.189986 0.150970 4.505790 -0.814 -0.407 1.414 -0.91
C -5.657373 1.551943 2.500344 -0.558 0.872 1.447 -1.17
H -3.298319 2.239416 2.608142 -0.046 -0.112 -0.204 0.43
H -5.825481 0.657317 5.232338 -0.167 0.349 0.002 0.36
H -4.444950 -0.322340 5.145314 0.341 0.028 -0.615 0.21
H -5.856301 -0.578808 4.045824 0.313 -0.225 -0.160 0.35
H -6.402336 0.873112 2.085223 0.503 -0.804 0.341 0.36
H -6.257392 2.281384 3.044404 -0.255 0.292 -0.314 0.44
H -5.213465 2.064407 1.646869 0.488 -0.143 0.296 0.32
C 0.080099 -2.752826 4.631871 2.326 -1.250 1.800 0.36
O 1.066634 -3.494130 4.857877 -1.318 1.329 -1.344 -0.67
N -1.065252 -2.908149 5.270827 -1.379 -0.338 1.173 0.12
C -2.164622 -1.958151 5.128511 0.219 -0.669 0.347 -0.73
C -1.357191 -4.043386 6.223364 -0.166 0.029 -1.699 -0.94
H 0.101690 -1.803087 4.075344 0.229 -0.231 -0.442 0.22
H -1.958777 -1.145664 4.431666 0.200 -0.046 0.208 0.06
H -2.351752 -1.590224 6.137335 -0.282 0.440 -0.178 0.36
H -3.042404 -2.508372 4.789591 -0.214 0.061 -0.035 0.36
H -1.951379 -4.716518 5.605364 -0.018 -0.428 0.108 0.38
H -0.478340 -4.595994 6.555537 0.048 0.563 -0.075 0.30
H -2.033543 -3.771395 7.033715 0.456 0.554 0.045 0.30
C 2.075510 2.163827 2.098070 -1.965 0.975 0.894 0.69
O 2.976710 1.437991 2.338953 2.813 -2.357 -0.337 -0.57
N 1.682302 3.096077 2.979829 -1.035 1.762 0.182 0.13
C 0.440069 3.838268 2.713094 -0.052 0.180 0.195 -0.85
C 2.362507 3.351097 4.268304 -0.750 -0.962 0.755 -1.03
H 1.382183 2.037186 1.252217 0.124 0.319 -0.251 -0.06
H -0.242083 3.748728 3.558530 0.115 0.024 0.183 0.38
H -0.123631 3.481746 1.850982 0.390 -0.584 -0.108 0.09
H 0.587275 4.896064 2.495173 0.410 0.129 0.330 0.38
H 1.733671 2.975759 5.075638 -0.706 -0.093 -0.049 0.37
H 3.234105 2.728410 4.470022 0.324 0.430 -0.970 0.32
H 2.482424 4.392472 4.567054 0.317 0.119 -0.863 0.36
C -4.205749 -0.119195 -0.062615 -0.257 0.056 -1.310 0.49
O -4.136764 0.848416 -0.825163 0.390 0.670 0.496 -0.72
N -4.515637 -1.341197 -0.518458 0.187 -1.237 0.463 0.11
C -4.490223 -2.492422 0.371555 0.169 -1.246 0.392 -1.00
C -4.651537 -1.673501 -1.975730 1.521 0.936 1.366 -1.00
H -4.033699 -0.027152 1.020963 -0.077 -0.252 -0.089 0.05
H -5.160162 -3.272885 0.010806 -0.798 0.498 0.320 0.45
H -4.572315 -2.310237 1.443078 -0.950 0.673 -0.164 0.34
H -3.602758 -3.121606 0.439602 1.111 0.546 -0.935 0.27
H -3.859583 -2.398974 -2.161712 -0.364 -0.493 -0.163 0.31
H -5.644206 -2.036725 -2.241775 0.170 0.268 0.020 0.35
H -4.277492 -0.775022 -2.466563 -0.820 -0.011 -0.439 0.34
C 2.266581 4.849323 -1.069958 0.641 3.878 -0.223 0.20
O 2.594010 6.062204 -1.119878 -1.221 -2.853 0.366 -0.60
N 2.874181 3.927119 -1.804600 1.375 -0.477 -2.719 0.27
C 2.761033 2.562831 -1.508434 -0.686 -1.153 1.389 0.26
C 3.827354 4.223517 -2.906331 -0.707 0.414 -0.391 -0.87
H 1.432322 4.428314 -0.487760 0.119 0.264 0.272 0.35
H 3.619306 2.311867 -0.885159 0.150 -0.708 -0.020 0.71
H 2.659669 1.839451 -2.317472 0.491 0.597 -0.425 -0.28
H 1.869006 2.393265 -0.905410 -0.162 0.111 0.289 -0.80
H 3.497534 5.088571 -3.481658 0.153 0.412 0.614 0.36
H 4.875668 4.313479 -2.621664 -0.162 0.193 0.427 0.35
H 3.784515 3.444544 -3.667553 -0.161 -0.514 0.421 0.23
C -1.236051 -1.807335 -3.482285 0.384 -0.190 0.552 0.52
O -1.215668 -1.290727 -4.572430 0.205 0.029 -0.656 -0.64
N -0.818249 -3.059827 -3.155592 -1.296 1.130 0.098 0.34
C -1.019921 -3.582151 -1.800409 1.340 -0.499 0.182 -0.80
C -0.296751 -3.958391 -4.178236 0.797 -0.402 1.156 -1.11
H -1.532385 -1.200828 -2.612497 -0.303 -0.207 0.323 -0.12
H -0.029809 -3.855613 -1.435723 0.186 -0.147 0.208 0.46
H -1.595968 -4.501152 -1.692200 -0.316 -0.004 -0.716 0.36
H -1.408477 -2.914667 -1.031253 -0.188 0.640 -0.636 -0.07
H -0.197095 -3.541098 -5.180250 -0.938 0.079 0.211 0.34
H 0.737847 -4.159966 -3.900627 0.196 -0.333 0.122 0.36
H -0.841699 -4.893077 -4.045925 -0.005 -0.056 -0.836 0.34
C 4.686627 -1.481121 3.186729 0.563 -0.431 -0.688 0.12
O 5.201635 -1.956599 4.171979 -0.454 0.413 -0.382 -0.46
N 3.845318 -2.210525 2.361211 -1.816 -1.364 -0.563 0.24
C 3.226251 -1.660938 1.141370 0.833 0.287 1.045 -0.69
C 3.574162 -3.672412 2.583268 -0.319 1.188 -0.204 -0.91
H 4.920425 -0.525562 2.692323 -0.048 0.265 0.641 0.39
H 3.497194 -2.286964 0.291198 0.333 0.224 -0.161 0.48
H 3.425618 -0.593516 1.046619 0.685 -0.186 -0.246 0.23
H 2.136276 -1.668365 1.140689 -0.586 -0.480 0.590 0.07
H 2.615572 -3.874665 2.105459 0.170 -0.088 -0.233 0.32
H 4.376739 -4.232705 2.103633 0.025 -0.163 0.056 0.36
H 3.429546 -3.984086 3.617695 0.472 0.543 0.157 0.33
C 0.038083 2.525437 -3.499521 0.131 -1.420 -1.965 0.52
O -0.493875 3.400714 -2.870983 -1.248 1.813 1.807 -0.72
N 0.071586 2.469469 -4.840142 -0.548 -0.655 -0.130 0.21
C 0.760041 1.350925 -5.483616 0.032 -0.121 0.020 -0.55
C -0.452631 3.518940 -5.741684 1.210 0.385 0.777 -1.00
H 0.500323 1.643666 -3.029391 0.056 0.035 0.033 0.04
H 0.752468 0.439300 -4.886137 0.213 0.431 0.649 -0.32
H 1.769291 1.685882 -5.723001 0.091 -0.379 -0.272 0.35
H 0.252632 0.946022 -6.359223 -0.154 0.765 -0.296 0.40
H 0.433986 4.061292 -6.070101 0.058 -0.161 -0.782 0.38
H -1.010363 3.084581 -6.571363 0.030 0.126 0.220 0.31
H -0.961431 4.328795 -5.218839 -0.552 -0.651 0.263 0.33
C 3.412885 -0.747386 -2.391412 0.561 0.717 -0.275 0.31
O 4.134176 0.008335 -1.744544 -0.938 -0.883 0.627 -0.68
N 3.513612 -0.827146 -3.714085 1.402 1.865 0.250 0.20
C 2.831410 -1.641358 -4.595713 -1.471 -1.875 -1.241 -0.89
C 4.348813 0.113474 -4.423709 0.520 0.737 -0.137 -1.03
H 2.568386 -1.365360 -2.049188 0.166 -0.220 0.692 0.22
H 2.492471 -2.562701 -4.122069 -0.247 0.071 0.033 0.33
H 3.476807 -1.942644 -5.420817 0.189 -0.120 0.101 0.36
H 2.007163 -1.109084 -5.070486 -0.306 -0.198 0.007 0.27
H 3.778214 0.507035 -5.264913 0.079 -0.247 -0.270 0.35
H 4.625525 0.992801 -3.842056 0.052 -0.411 0.345 0.25
H 5.249706 -0.391809 -4.771819 0.047 0.180 -0.151 0.40
```
Positions in Å, forces in eV/Å.

Output
charge = +2
orbital gap = 2.14 eV
DFT total energy = -71634.95241 eV

Listing LUMO for the structures above in their given order: -6.0, -11.0 eV.
Listing HOMO level for the structures above in their given order: -6.99, -13.15 eV.